No. 1
Entry from OMol25: C4H5N in the gas phase (ωB97M-V/def2-TZVPD).

The geometry in XYZ format:
```
10
Properties=species:S:1:pos:R:3:nbo_charge:R:1
N 2.79919 -0.30242 -0.49720 -0.3063
C 1.77700 -0.08671 0.01426 0.1655
C -0.47159 0.86559 0.01650 -0.4382
C -0.81375 -0.62862 -0.05335 -0.5341
C 0.60828 0.22951 0.79054 -0.1471
H -1.75008 -0.87742 0.44542 0.2581
H -0.07502 -1.12007 0.71079 0.3064
H -1.18123 1.46109 0.58856 0.2223
H -0.24335 1.29590 -0.95929 0.2250
H -0.66234 -1.08170 -1.03044 0.2483
```

Properties
Orbital gap, eV: 9.401
Multiplicity: 1
E_tot, eV: -5715.0273
Charge: 0

***

No. 2
Entry from OMol25: an isolated ion of composition C4H5N2 and charge +1 (ωB97M-V/def2-TZVPD).

The geometry in XYZ format:
```
11
Properties=species:S:1:pos:R:3:nbo_charge:R:1
N 0.85424 -0.36913 0.32210 -0.2022
N 0.50203 1.86285 -0.51587 -0.8094
C 0.39973 -1.61123 0.17850 0.1742
C -0.97957 -1.48768 -0.05521 -0.3531
C -1.07599 -0.16518 -0.16051 0.4908
C -0.02628 0.73330 0.35762 -0.0336
H -0.42939 1.14608 1.36008 0.3208
H 1.01164 -2.50994 0.25435 0.2695
H 1.45856 1.95032 -0.91448 0.4393
H -1.71399 -2.26038 -0.34979 0.3016
H -0.00097 2.71098 -0.47679 0.4019
```

Properties
Orbital gap (alpha / beta), eV: 6.856 / 7.144
Multiplicity: 1
E_tot, eV: -7195.8424
Charge: +1

***

The records above yield ΔE to the lowest compared entry with this formula, charge and spin values of 368.5; 454.4 kJ/mol, respectively.